[1]
Below is a molecular structure, C36H57AlBeBr5Cl2F3NO19P3S4, with properties calculated with ωB97M-V/def2-TZVPD.

For the HOMO energy, the calculation gives -10.36 eV. For the max |F|, the calculation gives 2.25 eV/Å. The gap between HOMO and LUMO is 2.671 eV. The calculation puts the calculated total energy at -540242.8444 eV. Its total charge is +2.

Geometry as XYZ:
```
132
Properties=species:S:1:pos:R:3:forces:R:3:mulliken_charge:R:1
O 0.3213 -0.6012 1.8443 -0.452 -0.697 2.091 -0.5338
C 0.2835 -0.4814 0.5809 1.142 1.323 -1.189 0.6591
C 1.2402 0.2884 -0.1286 -0.618 -0.176 0.393 0.3660
C 2.5727 0.3287 0.2869 0.668 0.752 0.056 -1.1280
C 3.4629 1.0585 -0.4714 -0.681 0.032 -0.124 -1.2167
C 2.9965 1.7173 -1.6192 1.325 -0.736 -0.823 0.5013
P 4.1541 2.6638 -2.6676 -1.047 1.862 -0.490 -0.2195
P 4.6364 1.1872 -4.1676 0.163 0.498 1.797 1.1371
O 3.5943 1.1587 -5.3221 -0.167 -0.185 -0.756 -0.2834
O 6.0873 1.3532 -4.7278 -0.279 -0.341 0.089 -0.4710
O 4.4714 -0.2372 -3.5041 0.352 -0.111 -0.339 -0.5148
C 1.6523 1.7130 -2.0110 -0.775 -0.213 0.499 -1.2379
C 0.7617 0.9903 -1.2446 0.446 -0.104 -0.650 0.7264
C -0.7047 0.8885 -1.5288 0.613 -0.598 0.153 -0.4282
O -1.3665 1.8307 -1.8268 -0.554 0.816 -0.375 -0.4941
C -1.2581 -0.5043 -1.3272 0.202 0.376 -0.150 -0.0757
C -0.7151 -1.1798 -0.2261 -0.493 -0.269 0.372 0.0413
C -1.0974 -2.4792 0.0334 -0.098 -0.239 0.206 -0.8618
C -2.0135 -3.0504 -0.8272 0.225 -0.128 0.115 0.1297
C -2.5830 -2.4166 -1.9198 -0.123 0.181 0.028 0.9617
C -3.5475 -3.2148 -2.7636 1.304 -0.504 0.054 -0.7001
P -2.8755 -3.5210 -4.4423 -1.389 0.792 -1.476 0.8081
O -3.5883 -2.7297 -5.4444 -0.066 0.401 0.210 -0.6882
O -1.2955 -3.2846 -4.4550 0.135 -0.478 0.669 -0.5835
O -3.0081 -5.0760 -4.7549 0.830 -0.141 0.780 -0.4457
C -2.2015 -1.0765 -2.1814 -0.018 -0.341 -0.042 -0.1021
C -2.7895 -0.3097 -3.3448 -0.508 0.349 0.312 0.5946
C -4.3356 -0.2408 -3.2613 0.223 0.195 -0.209 -0.8785
C -4.9705 1.0759 -3.7322 0.235 -0.610 -0.074 -1.1103
C -4.4197 1.6998 -5.0167 0.180 -0.405 0.194 -0.9742
S -3.5137 3.2252 -4.7229 -1.236 1.674 0.503 1.2924
O -3.6408 3.6414 -3.3621 0.475 -0.793 0.316 -0.5821
O -3.9318 4.1952 -5.6789 0.501 -0.466 -0.817 -0.5936
Cl -1.5273 2.8019 -5.0375 -0.132 -0.302 -0.007 -0.2575
H 2.9568 -0.2042 1.1488 -0.119 -0.135 -0.040 1.3143
H 4.5070 1.1304 -0.2135 -0.070 -0.232 0.074 0.6844
H 5.3531 2.8333 -1.9593 -0.015 -0.757 0.094 0.1680
H 6.7172 1.3069 -3.9870 0.383 0.385 -0.321 0.3968
H 5.2529 -0.7967 -3.6410 -0.242 -0.306 -0.057 0.3480
H 1.2851 2.2508 -2.8746 0.127 0.179 -0.052 0.7527
H -0.6753 -3.0398 0.8621 -0.023 0.088 0.137 0.6676
H -2.2898 -4.1018 -0.6332 -1.009 1.440 -0.298 0.2734
H -4.5222 -2.7521 -2.8323 -0.168 -0.043 -0.154 0.6000
H -3.6450 -4.2007 -2.3071 -0.365 0.015 0.073 -0.1225
H -1.0902 -2.3418 -4.4720 0.133 0.021 -0.179 0.4293
H -2.1454 -5.4713 -4.9448 -0.139 -0.197 -0.162 0.3254
H -2.4048 0.7024 -3.3488 0.142 0.004 0.083 -0.5248
H -2.5244 -0.7403 -4.3101 0.073 -0.209 -0.030 0.4857
H -4.6544 -0.3593 -2.2263 -0.022 -0.218 0.079 0.5560
H -4.7368 -1.0572 -3.8522 -0.149 -0.055 -0.055 0.3775
H -4.9351 1.7835 -2.9123 -0.099 0.266 -0.060 0.5377
H -6.0065 0.8292 -3.9469 -0.218 0.206 0.199 0.4022
H -5.2548 2.0032 -5.6392 0.109 0.374 -0.185 0.5075
H -3.7986 1.0371 -5.6158 0.092 -0.032 0.011 0.4752
Al -1.4457 -5.6610 -0.3205 0.651 -1.443 0.396 0.5063
Br 0.9286 0.7510 3.0958 -0.082 -0.857 -1.136 0.3726
O -0.0944 -5.1184 3.2705 -0.040 -0.074 -0.353 -0.5843
S 0.2029 -5.0929 4.6808 -0.230 0.155 0.599 1.1435
O 1.3669 -5.7481 5.1748 0.129 -0.091 -0.304 -0.5915
O -1.0699 -5.5915 5.4798 0.000 0.206 -0.177 -0.1799
C -1.6244 -6.8900 5.1710 -0.152 -0.666 0.016 -0.4698
C -0.7728 -8.0252 5.6959 0.528 -0.023 -0.011 -0.6951
C 0.1911 -3.4312 5.2542 -0.040 0.120 -0.071 -1.0014
H -1.7832 -6.9790 4.0951 0.078 0.118 -0.021 0.2369
H -2.6056 -6.9092 5.6456 0.053 0.284 0.077 0.3390
H 0.1965 -8.0576 5.1988 0.004 -0.006 0.023 0.2919
H -1.2703 -8.9818 5.5324 -0.110 0.048 0.056 0.3906
H -0.5786 -7.9097 6.7868 -0.003 -0.230 -0.934 0.0443
H -0.7074 -2.9351 4.8961 -0.026 -0.031 0.034 0.3132
H 1.0809 -2.9500 4.8516 0.034 -0.067 -0.004 0.3701
H 0.2296 -3.4401 6.3403 0.004 -0.040 -0.001 0.3808
C -8.1311 -7.2757 -3.1392 0.060 0.123 -0.119 -0.6041
C -7.0054 -7.2770 -4.1816 -0.040 -0.058 0.096 -0.8038
C -6.1351 -6.0407 -3.9185 0.028 -0.218 -0.264 -0.3334
S -6.2941 -5.6884 -2.1639 -0.377 -0.436 -0.277 1.2206
O -6.9414 -4.4128 -1.9988 0.323 0.191 0.152 -0.6658
O -5.0323 -5.9613 -1.4916 0.353 0.268 0.144 -0.6790
C -7.4596 -6.9913 -1.7988 -0.200 -0.208 0.009 -0.7883
H -8.6665 -8.2226 -3.1204 -0.005 0.005 0.027 0.3775
H -8.8494 -6.4868 -3.3704 -0.025 -0.015 0.039 0.2976
H -6.4049 -8.1816 -4.0681 0.004 0.008 0.007 0.3141
H -7.3953 -7.2696 -5.1974 0.019 0.022 -0.005 0.3636
H -5.0889 -6.2173 -4.1536 0.011 0.119 0.064 0.1289
H -6.4941 -5.1689 -4.4633 -0.008 0.070 0.109 0.4416
H -8.1486 -6.6551 -1.0273 0.107 0.107 0.049 0.4276
H -6.8936 -7.8537 -1.4467 0.046 0.037 0.016 0.3484
Cl 3.7592 2.1369 -6.7005 -0.005 0.144 0.172 0.1292
C 7.0430 0.6695 2.5352 0.389 -0.100 0.077 0.5205
F 7.4004 -0.2717 3.4061 -0.132 -0.007 -0.001 -0.2084
F 7.6992 1.7900 2.8422 -0.109 0.085 -0.016 -0.2153
F 7.4408 0.2788 1.3165 -0.142 0.036 -0.050 -0.2321
S 5.2311 0.9442 2.5676 -0.485 -0.067 0.274 1.1742
O 4.9497 1.3643 3.9294 0.017 0.126 -0.004 -0.6103
O 4.6665 -0.3460 2.2092 0.218 0.083 0.058 -0.7959
O 5.0052 1.9825 1.5746 0.252 0.254 0.291 -0.6902
C -0.1863 5.6188 -9.1514 0.033 0.029 -0.046 -0.3660
Br 0.7102 7.1186 -8.3546 -0.004 -0.051 0.002 0.0034
Br 0.9729 4.6531 -10.3501 -0.026 0.009 0.042 -0.0300
Br -0.9472 4.4583 -7.8153 0.067 0.096 -0.105 0.1298
H -1.0035 6.0075 -9.7418 -0.006 -0.018 -0.005 0.3459
C 5.1685 5.8690 6.0690 -0.167 0.005 0.292 -1.3283
C 4.6088 5.1988 4.8314 0.323 0.128 -0.139 -0.3342
N 3.2059 4.6442 4.9665 -0.081 -0.407 0.360 0.2960
C 3.2785 3.4859 5.9293 0.117 0.041 -0.060 -1.0209
C 2.7799 4.0156 3.6617 0.157 0.012 -0.467 0.5177
C 2.5850 4.9292 2.4644 -0.269 -0.011 -0.075 -1.3839
C 2.1935 5.6007 5.5549 0.103 0.130 -0.125 -0.7350
C 1.9476 6.9431 4.8845 -0.029 0.303 0.069 -0.5143
O 3.0792 7.7800 4.9314 -0.050 -0.124 -0.173 -0.3433
C 3.4239 8.4367 3.7166 0.183 -0.007 0.049 -0.6437
H 5.2534 5.1861 6.9140 0.098 -0.050 -0.057 0.3550
H 6.1718 6.2256 5.8399 0.012 -0.068 -0.063 0.4334
H 4.5878 6.7321 6.3817 -0.005 0.033 -0.099 0.2769
H 5.2337 4.3451 4.5628 -0.139 -0.081 -0.075 0.4992
H 4.6144 5.8789 3.9859 -0.108 0.084 0.062 0.3138
H 4.0012 2.7657 5.5467 -0.041 -0.008 -0.002 0.4007
H 2.2914 3.0337 5.9906 -0.008 0.003 0.047 0.4008
H 3.5747 3.8520 6.9062 -0.010 -0.016 0.014 0.4645
H 1.8457 3.4784 3.8632 0.125 0.094 0.116 -0.0383
H 3.5587 3.2846 3.4305 -0.059 -0.026 0.108 -0.0594
H 1.6143 5.4192 2.4734 0.046 0.108 0.027 0.4141
H 2.5952 4.3108 1.5661 0.144 -0.081 0.054 0.3468
H 3.3682 5.6741 2.3457 0.012 -0.006 0.003 0.2125
H 2.5196 5.7781 6.5779 -0.019 -0.001 0.010 0.5202
H 1.2545 5.0466 5.5884 -0.016 0.019 0.021 0.3756
H 1.1550 7.4242 5.4705 -0.076 -0.175 0.051 0.3906
H 1.5545 6.8490 3.8751 0.108 -0.073 -0.064 0.2948
H 2.5725 8.5324 3.0411 -0.038 0.010 0.041 0.3467
H 4.2291 7.8946 3.2096 -0.049 0.007 -0.081 0.2435
H 3.7934 9.4296 3.9622 -0.041 0.004 0.032 0.2617
Br 5.1270 5.0490 -3.7707 0.155 -0.420 -0.095 -0.5351
Be -1.4717 -7.0512 8.3305 -0.336 0.327 0.820 0.0130
```
Positions in Å, forces in eV/Å.

=====

[2]
Below is 9 unconnected molecules or ions with the total composition C25H69BrN7O9S8, with properties calculated with ωB97M-V/def2-TZVPD.

For the HOMO energy, the calculation gives -9.74 eV. For the max |F|, the calculation gives 0.61 eV/Å. The gap between HOMO and LUMO is 7.816 eV. The calculation puts the calculated total energy at -212616.2684 eV. Its total charge is +1.

Geometry as XYZ:
```
119
Properties=species:S:1:pos:R:3:forces:R:3:mulliken_charge:R:1
C 0.8297 3.2985 1.6385 0.000 0.299 -0.192 -0.8651
C 1.2839 3.9559 0.3355 -0.102 -0.129 0.367 0.1857
C 0.4709 5.2061 -0.0400 0.059 -0.458 0.215 -0.0080
Br 0.5989 5.5161 -1.9446 0.068 0.209 -0.245 -0.1095
C -0.9595 5.0812 0.3488 -0.027 0.255 -0.182 0.0678
N -1.4547 5.5813 1.4686 0.260 0.076 0.054 -0.5040
C -2.7347 5.1870 1.4812 -0.318 0.119 0.465 0.3911
N -3.5949 5.4539 2.4514 -0.140 0.287 0.023 -0.0736
C -3.2640 6.2602 3.6260 -0.136 -0.120 -0.151 -0.6839
C -2.0036 5.8137 4.3571 -0.096 0.319 0.331 -0.2848
O -2.2375 6.0598 5.7383 -0.020 -0.008 -0.015 -0.5505
N -3.0388 4.4788 0.3878 0.013 -0.002 -0.457 0.1159
C -4.2624 3.8530 -0.0732 0.096 0.141 0.147 -1.4734
C -4.6214 2.5345 0.6790 -0.008 -0.367 -0.388 1.2889
N -4.4270 1.4692 -0.3088 -0.125 0.275 0.225 -0.5706
N -3.8101 2.4439 1.8879 -0.031 -0.162 0.062 -0.6103
N -6.0029 2.4957 1.1060 0.016 -0.061 0.050 -0.6310
N -1.8846 4.4339 -0.3449 0.440 -0.294 -0.198 0.3296
H 0.7586 4.0232 2.4465 0.023 0.072 0.168 0.3962
H -0.1374 2.8184 1.5006 -0.072 -0.070 0.083 0.0451
H 1.5327 2.5138 1.8873 -0.013 -0.083 0.088 0.2063
H 1.2263 3.2147 -0.4558 -0.020 0.034 -0.022 -0.4393
H 2.3217 4.2614 0.4393 0.143 0.054 -0.185 0.4761
H 0.8677 6.0720 0.4768 -0.055 0.180 -0.076 0.4458
H -4.5252 5.0870 2.3690 0.010 -0.175 0.080 0.2279
H -3.2176 7.3133 3.3569 0.092 0.106 -0.028 0.2371
H -4.0908 6.1431 4.3196 -0.070 -0.049 0.054 0.4534
H -1.8270 4.7516 4.1941 0.031 -0.141 -0.070 0.2013
H -1.1458 6.3822 4.0111 0.148 -0.107 -0.117 0.3480
H -1.4849 6.5183 6.1159 0.055 -0.012 0.049 0.3517
H -5.0729 4.5796 -0.0166 -0.006 0.079 0.212 0.3872
H -4.1020 3.6336 -1.1208 -0.005 -0.129 -0.188 0.2251
H -4.8938 0.6193 -0.0219 0.008 -0.015 0.156 0.2779
H -3.4372 1.2911 -0.4326 0.019 -0.111 -0.279 0.1781
H -2.8447 2.2500 1.6444 0.095 0.019 0.000 0.0372
H -4.1186 1.6245 2.4017 -0.021 -0.034 0.067 0.3299
H -6.5936 3.1570 0.6268 -0.137 -0.085 -0.108 0.2537
H -6.0787 2.6387 2.1020 -0.054 0.134 0.042 0.2787
H -1.8308 3.9640 -1.2543 -0.306 -0.114 -0.144 0.2158
C 1.5990 1.2366 -2.1363 0.067 0.127 -0.113 -0.7743
S 1.1324 0.0028 -0.9262 -0.166 -0.069 -0.074 0.3589
O 1.1005 0.7457 0.3829 0.049 -0.091 -0.035 -0.4966
C 2.6332 -0.9576 -0.9744 0.170 0.042 0.005 -0.7739
H 0.7644 1.9339 -2.2165 -0.014 -0.014 -0.040 -0.0546
H 2.4841 1.7603 -1.7707 0.005 -0.034 0.012 0.3483
H 1.7830 0.7712 -3.1012 -0.044 -0.115 0.023 0.4698
H 3.4842 -0.3111 -0.7504 -0.046 0.039 0.041 0.4019
H 2.7249 -1.3918 -1.9686 -0.070 -0.003 -0.020 0.4098
H 2.5610 -1.7565 -0.2387 -0.034 -0.017 0.009 0.0140
C 0.0680 -2.9733 -5.5759 0.032 -0.121 -0.112 -0.9109
S -0.2034 -1.9490 -4.1380 -0.154 -0.009 -0.001 0.5482
O 1.1241 -1.3839 -3.7449 0.133 0.043 -0.018 -0.6122
C -0.5387 -3.2883 -2.9960 0.001 -0.063 0.040 -0.8959
H 0.3408 -2.3193 -6.4012 -0.005 0.037 0.011 0.3202
H 0.8781 -3.6742 -5.3733 0.010 0.031 0.050 0.3394
H -0.8586 -3.4944 -5.8189 -0.035 0.064 -0.013 0.3075
H 0.3147 -3.9661 -2.9690 0.009 0.008 -0.007 0.3298
H -1.4391 -3.8092 -3.3209 -0.006 0.001 0.000 0.3844
H -0.6953 -2.8499 -2.0125 0.003 0.026 0.001 0.2512
C -4.5642 3.9026 -4.2481 -0.053 0.010 0.051 -0.9756
S -2.9678 3.0910 -4.2026 -0.087 -0.194 -0.180 0.3581
O -2.6324 2.9189 -2.7494 0.248 0.401 0.385 -0.6317
C -2.0124 4.4746 -4.8137 0.055 0.062 0.074 -0.9046
H -5.3002 3.2017 -3.8590 0.018 -0.027 0.000 0.3356
H -4.5352 4.8019 -3.6318 0.030 0.006 -0.014 0.2703
H -4.8065 4.1537 -5.2796 -0.010 -0.010 -0.015 0.4182
H -2.1551 5.3357 -4.1610 0.001 0.011 0.015 0.2670
H -2.3294 4.7039 -5.8304 -0.010 -0.029 -0.005 0.4184
H -0.9679 4.1743 -4.8172 0.047 -0.022 0.004 0.3038
C 5.2526 -4.8633 2.0412 0.048 -0.191 -0.134 -0.9518
S 4.6803 -3.3776 1.2250 0.120 0.088 0.228 0.6981
O 3.4486 -3.7479 0.4596 -0.040 -0.031 -0.039 -0.6528
C 6.0243 -3.2947 0.0378 -0.024 -0.008 -0.129 -1.0574
H 4.5234 -5.1166 2.8023 -0.012 0.058 0.062 0.2044
H 5.3408 -5.6599 1.2997 0.025 0.043 -0.026 0.3393
H 6.2150 -4.6597 2.5092 -0.006 0.018 0.022 0.4584
H 6.0520 -4.2145 -0.5464 -0.028 -0.005 0.009 0.3192
H 6.9606 -3.1479 0.5749 -0.001 0.023 0.010 0.3861
H 5.8394 -2.4455 -0.6169 -0.006 0.013 0.007 0.3176
C 5.0169 1.8781 5.9449 0.006 0.071 0.031 -1.0515
S 4.7630 0.9477 4.4283 -0.107 -0.130 0.034 0.6381
O 6.1007 0.6631 3.8606 0.075 0.030 -0.034 -0.6728
C 4.0676 2.3074 3.4825 -0.023 0.073 -0.026 -0.8431
H 5.4864 1.2103 6.6635 0.010 -0.022 -0.010 0.3441
H 5.6717 2.7258 5.7440 0.017 -0.016 -0.021 0.3647
H 4.0541 2.2156 6.3293 -0.003 -0.015 0.006 0.3291
H 4.7861 3.1269 3.4476 0.020 -0.028 -0.003 0.4282
H 3.1358 2.6275 3.9491 -0.018 0.001 -0.015 0.3187
H 3.8691 1.9364 2.4781 0.007 -0.022 0.013 0.1462
C -4.1796 -4.9296 -8.3510 0.000 -0.050 -0.050 -0.9520
S -4.4720 -3.9055 -6.9073 -0.059 -0.010 -0.029 0.4211
O -3.1543 -3.3303 -6.5203 0.127 0.008 0.091 -0.5495
C -4.7963 -5.2575 -5.7723 -0.012 -0.061 0.030 -0.9360
H -3.9106 -4.2694 -9.1722 -0.002 0.025 0.005 0.3135
H -3.3618 -5.6196 -8.1451 0.007 0.015 0.026 0.3015
H -5.0913 -5.4724 -8.5993 -0.006 0.007 -0.010 0.3864
H -3.9353 -5.9252 -5.7493 0.016 0.020 -0.016 0.2957
H -5.6907 -5.7915 -6.0920 -0.010 0.003 0.006 0.3924
H -4.9598 -4.8269 -4.7869 -0.003 0.024 0.000 0.3050
C 2.4694 -2.6660 6.3722 0.006 0.061 0.061 -0.8304
S 2.2025 -3.6008 4.8636 -0.118 0.024 0.029 0.4282
O 3.5505 -3.8947 4.3092 0.048 -0.012 -0.002 -0.5527
C 1.5311 -2.2370 3.9114 -0.068 0.125 -0.083 -0.6266
H 2.9341 -3.3322 7.0956 0.001 -0.025 -0.013 0.3444
H 3.1307 -1.8258 6.1591 0.008 -0.018 -0.038 0.1021
H 1.5096 -2.3190 6.7545 -0.004 -0.008 0.015 0.3913
H 2.2477 -1.4160 3.8817 0.070 -0.040 0.018 0.0084
H 0.5973 -1.9125 4.3711 -0.018 -0.016 0.000 0.4902
H 1.3360 -2.5905 2.9004 0.048 -0.060 0.002 0.2401
C 2.2284 -6.6850 1.1258 -0.168 0.073 0.161 -0.6826
S 2.8971 -7.5866 -0.2706 0.071 0.067 0.056 0.5426
O 1.9540 -7.4047 -1.4044 -0.091 0.001 -0.045 -0.6453
C 2.5894 -9.2258 0.4000 0.000 -0.068 0.014 -0.9618
H 2.2880 -5.6216 0.9001 0.093 -0.011 -0.068 -0.0260
H 1.1912 -6.9812 1.2890 0.012 -0.068 -0.064 0.4922
H 2.8253 -6.8987 2.0135 0.025 -0.010 -0.012 0.2969
H 1.5250 -9.3377 0.6048 -0.007 0.026 -0.019 0.2851
H 3.1741 -9.3588 1.3101 0.010 -0.004 -0.003 0.3470
H 2.9018 -9.9523 -0.3469 0.008 0.010 -0.018 0.3440
```
Positions in Å, forces in eV/Å.